{
  "formula": "C20H28CoF3O2",
  "method": "ωB97M-V/def2-TZVPD",
  "symbols": ["O", "C", "C", "H", "H", "C", "H", "H", "C", "H", "H", "H", "C", "H", "H", "H", "Co", "C", "C", "C", "H", "C", "C", "H", "H", "H", "H", "C", "C", "C", "H", "C", "C", "H", "H", "H", "H", "O", "C", "C", "H", "H", "C", "H", "H", "C", "H", "H", "H", "H", "F", "C", "F", "F"],
  "positions_angstrom": [[0.38848, 0.10819, -3.84222], [0.20130, 1.44150, -4.41462], [0.06934, 0.92260, -5.84289], [1.08287, 2.06733, -4.22298], [-0.70473, 1.91790, -4.01412], [0.22569, -0.47150, -5.18085], [0.91024, 1.22168, -6.47588], [-0.91311, 1.12804, -6.27253], [1.48938, -1.21532, -5.54530], [2.36655, -0.56803, -5.44130], [1.45553, -1.58101, -6.57695], [1.60626, -2.06545, -4.87178], [-1.00981, -1.34586, -5.27848], [-1.92027, -0.81771, -4.97907], [-0.89513, -2.22508, -4.64091], [-1.16314, -1.69403, -6.30750], [-0.05952, -0.00212, 3.92986], [-2.00414, -0.60665, 4.51945], [-1.73028, 0.82561, 4.60810], [-1.94696, 1.36714, 3.27905], [-1.65212, 1.39221, 5.53741], [-2.34564, 0.31013, 2.42024], [-2.37461, -0.89511, 3.16546], [-2.68128, -1.87682, 2.79203], [-2.10583, -1.25637, 5.38704], [-1.92643, 2.42740, 3.03132], [-2.64749, 0.43191, 1.37404], [0.90178, -1.71425, 4.76445], [0.20466, -2.57145, 3.83163], [0.73116, -2.36008, 2.53532], [-0.55294, -3.31045, 4.10923], [1.77140, -1.39321, 2.62129], [1.90572, -0.99534, 3.98713], [2.75328, -0.47274, 4.42556], [0.88522, -1.76018, 5.85372], [0.44210, -2.88533, 1.62551], [2.40820, -1.06495, 1.80719], [1.07432, 0.43133, 0.44593], [0.09424, -0.37790, -0.23661], [-0.55339, 0.49215, -1.32512], [-0.68205, -0.76243, 0.46573], [0.61887, -1.25856, -0.66449], [0.27327, 1.79781, -1.30092], [-1.60900, 0.72901, -1.14047], [-0.48800, -0.07162, -2.25271], [0.69065, 1.81143, 0.16706], [-0.28980, 2.68232, -1.62276], [1.15968, 1.68889, -1.94811], [-0.21991, 2.09061, 0.75151], [1.52571, 2.47881, 0.42315], [2.18189, 1.59752, 3.27380], [1.07235, 1.66917, 4.07878], [0.46747, 2.85742, 3.80568], [1.51803, 1.73145, 5.38188]],
  "forces_ev_per_angstrom": [[0.011, 0.415, -1.851], [0.124, 0.133, 0.610], [0.160, -0.141, 0.647], [-0.297, -0.054, 0.024], [0.285, -0.052, -0.001], [0.079, -0.031, -0.431], [-0.390, -0.131, -0.117], [0.300, -0.113, -0.253], [0.109, -0.049, -0.127], [-0.161, -0.064, 0.024], [-0.056, 0.007, 0.113], [0.080, -0.045, -0.031], [-0.089, -0.148, 0.031], [0.185, 0.053, 0.058], [-0.044, 0.006, 0.014], [0.148, 0.083, 0.132], [0.953, -1.485, -1.379], [-0.658, 1.496, 0.390], [-1.775, -0.740, 0.030], [-0.877, -0.498, 0.080], [0.107, -0.155, -0.428], [0.307, 0.666, 0.388], [0.042, 0.042, 0.268], [0.261, 0.451, 0.130], [0.188, 0.076, -0.416], [0.249, -0.438, 0.001], [0.361, -0.140, 0.481], [1.032, -0.331, -0.875], [0.253, 0.316, 1.005], [0.916, 0.944, -0.208], [0.221, 0.455, -0.185], [-0.625, -0.820, 0.064], [-0.533, -1.344, 1.120], [-0.468, 0.068, -0.251], [-0.161, -0.001, -0.431], [-0.053, 0.258, 0.326], [-0.325, 0.074, 0.199], [-0.912, 0.987, -0.435], [-0.168, -0.330, 0.378], [-0.130, -0.070, 0.033], [0.596, 0.250, -0.177], [-0.186, 0.533, 0.218], [0.360, -0.626, -0.143], [0.155, -0.155, 0.298], [-0.257, 0.535, 0.250], [-0.241, -0.264, 0.134], [0.090, -0.181, 0.201], [-0.246, 0.095, 0.290], [0.687, -0.171, 0.033], [-0.256, -0.382, -0.016], [0.063, 0.938, 0.378], [-0.163, -0.658, -0.526], [0.541, 0.235, 0.221], [0.207, 0.504, -0.289]],
  "nbo_charge": [-0.560, -0.058, -0.464, 0.183, 0.179, 0.274, 0.214, 0.212, -0.624, 0.216, 0.211, 0.217, -0.630, 0.214, 0.215, 0.216, 1.199, -0.400, -0.441, -0.246, 0.258, -0.309, -0.219, 0.230, 0.244, 0.245, 0.234, -0.479, -0.180, -0.287, 0.226, -0.245, -0.297, 0.258, 0.247, 0.231, 0.255, -0.550, -0.078, -0.458, 0.169, 0.178, -0.434, 0.187, 0.268, -0.069, 0.210, 0.205, 0.158, 0.205, -0.373, 0.592, -0.369, -0.379],
  "max_force_ha_per_bohr": 0.0436,
  "homo_ev": [-7.42, -8.81],
  "spin_multiplicity": 5,
  "total_energy_ev": -71062.9740,
  "lumo_energy_ev": [0.706, -1.739]
}